1.
Entry from the OMol25 dataset: C8H22InN2O2 as an isolated structure at a distorted geometry (ωB97M-V/def2-TZVPD).

CARTESIAN COORDINATES (ANGSTROEM)
In: 22.05453 29.45719 -10.98192
C: 25.34487 26.07339 -8.79059
C: 24.42506 26.81271 -9.76502
C: 23.39955 25.83562 -10.37939
O: 22.54968 26.55355 -11.30313
C: 21.98872 25.65554 -12.30089
N: 23.86062 27.88286 -9.00389
H: 24.68633 25.47467 -8.16134
H: 25.87697 26.76980 -8.14253
H: 26.00144 25.40853 -9.35181
H: 25.04487 27.20532 -10.57112
H: 22.76163 25.33887 -9.64836
H: 24.01394 25.02039 -10.76153
H: 21.55576 24.81552 -11.75774
H: 22.71089 25.09565 -12.89510
H: 21.26923 26.17421 -12.93445
H: 24.64247 28.37814 -8.59952
H: 23.56196 27.38029 -8.18029
C: 19.15006 33.40488 -9.51066
C: 20.25594 32.34105 -9.62662
C: 20.44774 31.57784 -8.30473
O: 21.21396 30.38392 -8.37143
C: 21.63827 29.96004 -7.09807
N: 19.62281 31.38366 -10.53643
H: 18.86749 33.68441 -10.52561
H: 19.63262 34.25621 -9.03057
H: 18.27852 33.13763 -8.91309
H: 21.17222 32.71983 -10.07946
H: 19.48855 31.19126 -7.96034
H: 20.83704 32.34083 -7.63064
H: 22.37290 29.16011 -7.19043
H: 20.79213 29.46564 -6.62085
H: 21.99043 30.75709 -6.44325
H: 18.76524 31.20501 -10.03369
H: 19.18052 31.82275 -11.33122

Multiplicity ... 2
LUMO (alpha / beta) ... -7.33 / -11.99 eV
Total charge ... +2
Energy ... -20882.2222 eV
HOMO-LUMO gap (alpha / beta) ... 9.01 / 4.08 eV
<S²> ... 0.7689

Atom charges from the Löwdin analysis, given in e for atoms 1 to 5: In 1.215; C -0.027; C -0.445; C -0.167; O -0.327



2.
Entry from the OMol25 dataset: a 2-piece molecular cluster, CH6NS overall at a distorted geometry (ωB97M-V/def2-TZVPD).

CARTESIAN COORDINATES (ANGSTROEM)
N: 1.12933 -0.17824 -2.00641
H: 1.33499 -0.28282 -1.01628
H: 0.33246 -1.03565 -1.86257
H: 0.61067 0.67328 -2.07617
C: -0.63864 0.13814 1.43754
S: -1.60966 0.43865 -0.10689
H: -0.92764 -0.57289 2.15480
H: 0.42233 -0.04755 1.27385
H: -0.65384 0.86709 2.20215

Multiplicity ... 1
LUMO ... 4.46 eV
ΔE to the lowest compared entry with this formula, charge and spin ... 103.6 kJ/mol
Total charge ... -1
Energy ... -13459.4338 eV
HOMO-LUMO gap ... 6.79 eV

Atom charges from the Löwdin analysis, given in e for atoms 1 to 5: N -0.084; H -0.059; H 0.067; H -0.071; C -0.741



3.
Entry from the OMol25 dataset: a 5-piece molecular cluster, C24H55N2O7 overall at a distorted geometry (ωB97M-V/def2-TZVPD).

CARTESIAN COORDINATES (ANGSTROEM)
O: 3.97243 -3.13091 3.51545
C: 3.14237 -2.42239 4.45700
C: 3.40737 -0.90687 4.35606
C: 2.13989 -0.00797 4.43376
C: 1.01892 -0.43365 3.43776
C: -0.21311 -1.01930 4.11203
C: -0.38609 -2.14607 4.82042
N: -1.69448 -2.31577 5.23399
C: -2.36233 -1.26980 4.78584
C: -3.88829 -1.21789 5.12676
O: -4.67718 -1.50103 3.95623
O: -3.96035 -2.39163 3.17460
N: -1.56321 -0.46878 4.11140
H: 3.36136 -3.58368 2.92292
H: 3.39920 -2.78749 5.46308
H: 2.10762 -2.71378 4.23428
H: 4.06083 -0.60279 5.18683
H: 3.95702 -0.71760 3.42438
H: 2.47645 0.99142 4.11914
H: 1.79750 0.10351 5.47048
H: 1.40098 -1.14309 2.69125
H: 0.72406 0.46404 2.87315
H: 0.36612 -2.88120 5.07740
H: -2.04636 -3.09583 5.76690
H: -4.09540 -2.04213 5.82749
H: -4.20449 -0.24202 5.50687
H: -4.14927 -3.31099 3.43604
H: -1.84433 0.39623 3.66545
C: 4.73791 -6.13659 4.67746
C: 3.46154 -6.93820 4.49255
O: 2.98348 -6.94387 3.15672
C: 3.85054 -7.51318 2.18742
C: 4.16254 -8.97855 2.43351
H: 4.61688 -5.13152 4.27246
H: 4.99385 -6.06532 5.73586
H: 5.58275 -6.59655 4.16205
H: 2.66784 -6.48730 5.09256
H: 3.58441 -7.96280 4.85883
H: 4.77121 -6.92540 2.10621
H: 3.33555 -7.41553 1.23063
H: 4.75327 -9.11818 3.34042
H: 4.73222 -9.38997 1.59994
H: 3.24209 -9.55284 2.55005
C: -0.22002 1.20509 -2.27395
C: 0.30842 0.75511 -0.92482
O: -0.57054 1.04038 0.15650
C: -1.83714 0.42918 0.11980
C: -1.77760 -1.08449 0.14400
H: -0.50665 2.25783 -2.24344
H: 0.53943 1.06891 -3.04414
H: -1.10224 0.63494 -2.57210
H: 1.23293 1.29138 -0.70843
H: 0.56072 -0.31084 -0.93942
H: -2.41691 0.78660 -0.73746
H: -2.36181 0.78154 1.01317
H: -1.34227 -1.48362 -0.77269
H: -2.78099 -1.50150 0.24213
H: -1.16867 -1.43497 0.98217
C: -2.16460 2.85526 -6.71139
C: -0.88897 2.64436 -5.91455
O: 0.06151 1.82239 -6.56895
C: 0.54864 2.30189 -7.81049
C: 1.27557 3.63194 -7.70842
H: -2.59137 1.89880 -7.01899
H: -2.90052 3.39419 -6.11280
H: -1.98112 3.43620 -7.61697
H: -1.13505 2.13574 -4.98070
H: -0.43776 3.60338 -5.63796
H: -0.26253 2.35488 -8.54483
H: 1.24410 1.54353 -8.17239
H: 0.59836 4.44155 -7.43010
H: 1.72749 3.89174 -8.66632
H: 2.05846 3.58417 -6.94968
C: -3.09470 6.10919 -2.01713
C: -2.02853 6.76130 -2.88177
O: -2.04168 6.32276 -4.22765
C: -3.22986 6.58042 -4.95696
C: -3.55728 8.05749 -5.09055
H: -3.04088 5.02144 -2.09720
H: -2.96239 6.39354 -0.97232
H: -4.09921 6.41016 -2.31942
H: -1.04429 6.49914 -2.49090
H: -2.10255 7.85308 -2.83522
H: -4.07169 6.02960 -4.52191
H: -3.06846 6.16243 -5.95181
H: -3.81084 8.50317 -4.12695
H: -4.40958 8.19869 -5.75596
H: -2.70232 8.60517 -5.48979

Multiplicity ... 1
LUMO ... -2.82 eV
ΔE to the lowest compared entry with this formula, charge and spin ... 44.9 kJ/mol
Total charge ... +1
Energy ... -43081.4116 eV
HOMO-LUMO gap ... 7.98 eV

Atom charges from the Löwdin analysis, given in e for atoms 1 to 5: O -0.083; C -0.238; C -0.160; C -0.171; C -0.108



4.
Entry from the OMol25 dataset: a 2-piece molecular cluster, C23H29BrN6O4 overall at a distorted geometry (ωB97M-V/def2-TZVPD).

CARTESIAN COORDINATES (ANGSTROEM)
C: -9.10929 0.82159 3.52642
O: -8.02857 1.46059 2.83913
C: -7.96650 1.24320 1.49850
O: -8.79504 0.62667 0.83276
C: -6.74129 1.69919 0.85114
C: -5.57343 0.94652 1.03321
C: -4.35721 1.34265 0.48067
N: -3.26378 0.52066 0.75052
C: -2.11346 0.33236 0.01798
N: -1.80620 1.06561 -1.04164
C: -0.67916 0.77512 -1.69894
N: 0.16139 -0.20982 -1.36241
C: -0.18161 -0.91981 -0.30487
N: 0.47860 -1.99095 0.24545
C: -0.20298 -2.47535 1.35957
C: -1.32049 -1.69318 1.51556
C: -1.30513 -0.69790 0.43786
C: -4.31358 2.53410 -0.25680
C: -5.47178 3.29640 -0.44731
C: -6.68896 2.88775 0.10613
Br: -8.24150 3.98185 -0.13457
H: -9.02640 1.00721 4.60152
H: -10.07235 1.21581 3.18373
H: -9.09294 -0.26117 3.36121
H: -5.62707 0.03501 1.61906
H: -3.41737 -0.22443 1.41435
H: -0.42586 1.38131 -2.56408
H: 1.31482 -2.38845 -0.16848
H: 0.08385 -3.31711 1.98662
H: -2.07091 -1.80485 2.29461
H: -3.38141 2.88654 -0.68130
H: -5.42807 4.21569 -1.02374
C: 3.04467 -3.70873 -1.38140
N: 3.40778 -2.68384 -2.36039
C: 3.84541 -1.42812 -2.19187
O: 4.17779 -0.82008 -3.19917
C: 3.97215 -0.77006 -0.78501
C: 4.68214 0.60694 -0.78799
C: 3.88309 1.77080 -1.41315
C: 2.76583 2.25820 -0.48511
C: 4.81436 2.95784 -1.66663
N: 4.61381 -1.61429 0.23984
C: 5.73885 -2.31900 0.08931
C: 6.23161 -3.05348 1.31447
O: 6.35941 -2.40886 -0.95799
H: 2.20520 -4.29594 -1.75943
H: 3.89864 -4.37356 -1.23430
H: 2.77402 -3.27286 -0.42391
H: 3.42496 -2.96569 -3.32935
H: 2.94947 -0.60217 -0.45299
H: 4.93531 0.88721 0.23534
H: 5.62248 0.49333 -1.33072
H: 3.44336 1.46929 -2.36166
H: 3.18589 2.60792 0.45759
H: 2.06281 1.45171 -0.28869
H: 2.22597 3.07631 -0.96173
H: 5.27580 3.28216 -0.73431
H: 4.25033 3.78330 -2.10027
H: 5.59217 2.66234 -2.37139
H: 4.21627 -1.59474 1.16302
H: 7.17113 -3.54942 1.07175
H: 6.39674 -2.34243 2.12114
H: 5.49623 -3.79680 1.61312

Multiplicity ... 1
LUMO ... 0.18 eV
Structure (SMILES) ... COC(=O)c1cc(Nc2ncnc3[nH]ccc23)ccc1Br.CNC(=O)[C@H](CC(C)C)NC(C)=O
Energy ... -111496.0624 eV
HOMO-LUMO gap ... 8.43 eV

Atom charges from the Löwdin analysis, given in e for atoms 1 to 5: C -0.047; O -0.025; C -0.492; O 0.109; C -0.179



5.
Entry from the OMol25 dataset: one molecule with the formula C5H5NOS at a distorted geometry (ωB97M-V/def2-TZVPD).

CARTESIAN COORDINATES (ANGSTROEM)
C: 1.75563 1.22186 -0.14672
C: 1.25874 -0.21133 0.00824
S: 2.32153 -1.45326 0.11381
C: -0.19900 -0.54533 -0.05710
C: -1.12339 0.37847 0.17360
O: -2.35523 0.02654 0.18271
C: -2.17900 -1.35708 -0.11804
N: -0.85732 -1.71907 -0.03562
H: 2.83630 1.04047 -0.36223
H: 1.66005 1.56676 0.98810
H: 0.86105 1.61590 -0.75029
H: -0.97104 1.36689 0.20854
H: -3.00833 -1.93082 -0.20501

Multiplicity ... 1
LUMO ... -0.33 eV
Structure (SMILES) ... CC(=S)c1cocn1
ΔE to the lowest compared entry with this formula, charge and spin ... 304.5 kJ/mol
Energy ... -19635.8362 eV
HOMO-LUMO gap ... 8.20 eV

Atom charges from the Löwdin analysis, given in e for atoms 1 to 5: C -0.119; C -0.777; S 0.718; C -0.367; C -0.172



Please write out number 2 again, unchanged.
Entry from the OMol25 dataset: a 2-piece molecular cluster, CH6NS overall at a distorted geometry (ωB97M-V/def2-TZVPD).

CARTESIAN COORDINATES (ANGSTROEM)
N: 1.12933 -0.17824 -2.00641
H: 1.33499 -0.28282 -1.01628
H: 0.33246 -1.03565 -1.86257
H: 0.61067 0.67328 -2.07617
C: -0.63864 0.13814 1.43754
S: -1.60966 0.43865 -0.10689
H: -0.92764 -0.57289 2.15480
H: 0.42233 -0.04755 1.27385
H: -0.65384 0.86709 2.20215

Multiplicity ... 1
LUMO ... 4.46 eV
ΔE to the lowest compared entry with this formula, charge and spin ... 103.6 kJ/mol
Total charge ... -1
Energy ... -13459.4338 eV
HOMO-LUMO gap ... 6.79 eV

Atom charges from the Löwdin analysis, given in e for atoms 1 to 5: N -0.084; H -0.059; H 0.067; H -0.071; C -0.741



Which value of multiplicity does entry 5 give? 1